1.
C13H21BBr3F5N2NaO10P2S | the ωB97M-V functional and the def2-TZVPD basis

Properties
- LUMO energy (eV) = 0.63
- net charge = -1
- Kohn-Sham gap (hartree) = 0.181

XYZ file:
```
59
C13H21BBr3F5N2NaO10P2S, DFT the ωB97M-V functional and the def2-TZVPD basis
C -3.86 0.45 -2.89
P -2.15 0.22 -2.18
O -1.10 1.28 -2.92
C -2.37 0.71 -0.40
C -1.53 1.86 0.20
F -0.24 2.00 -0.20
N -1.55 1.62 1.63
C -2.14 0.38 1.94
O -2.47 0.01 3.00
C -2.35 -0.46 0.66
P -1.17 -1.86 0.34
N -1.32 -3.07 1.40
H -4.50 -0.35 -2.48
H -3.87 0.42 -3.98
H -4.28 1.38 -2.48
H -0.78 0.84 -3.72
H -3.40 1.08 -0.30
H -2.16 2.74 0.03
H -0.71 1.86 2.15
H -3.34 -0.91 0.52
H 0.16 -1.36 0.34
H -1.47 -2.36 -0.95
H -2.05 -2.72 2.06
C -6.72 1.38 -7.61
C -5.50 0.50 -7.46
O -5.31 0.49 -6.06
C -6.54 0.66 -5.49
O -6.79 0.44 -4.35
O -7.44 1.11 -6.41
F -4.42 1.05 -8.05
H -6.46 2.43 -7.66
H -7.31 1.12 -8.49
H -5.64 -0.52 -7.82
Na -3.29 -4.03 1.38
B 2.81 -0.96 3.04
O 2.40 -1.50 1.66
C 2.83 -2.76 1.60
O 2.67 -3.48 0.65
C 3.53 -3.12 2.89
O 4.03 -4.18 3.14
O 3.51 -2.08 3.71
F 1.67 -0.59 3.75
F 3.68 0.17 2.89
F -1.51 -4.50 3.98
C 7.46 0.15 6.01
S 5.76 0.71 5.83
O 5.04 -0.31 5.03
C 6.13 2.09 4.73
H 7.47 -0.74 6.63
H 7.88 -0.09 5.03
H 8.05 0.93 6.49
H 6.63 1.72 3.83
H 6.76 2.81 5.25
H 5.19 2.56 4.46
C 4.37 0.91 -0.97
Br 4.13 2.83 -1.18
Br 6.24 0.43 -0.95
Br 3.43 0.20 0.59
H 3.94 0.44 -1.85
```

Here are the natural (NBO) charges for atoms 1 to 6, given in e:
1 C -0.956
2 P 1.030
3 O -0.958
4 C -0.573
5 C 0.365
6 F -0.327

2.
C13H21BrClF7N5O4S | the ωB97M-V functional and the def2-TZVPD basis

Properties
- LUMO energy (eV) = -4.75
- net charge = +1
- Kohn-Sham gap (hartree) = 0.228

XYZ file:
```
53
C13H21BrClF7N5O4S, DFT the ωB97M-V functional and the def2-TZVPD basis
N 1.31 0.26 -0.95
C 1.74 1.39 -0.40
N 3.06 1.74 -0.56
C 3.18 3.20 -0.77
C 2.85 3.91 0.52
Cl 3.01 5.64 0.21
C 1.47 3.41 1.06
Br 0.18 4.82 1.17
N 0.89 2.24 0.25
S -0.39 1.36 1.12
O -0.92 2.24 2.09
O 0.20 0.12 1.50
C -1.80 0.97 -0.10
F -2.16 -0.25 0.29
F -1.36 0.93 -1.35
C -3.07 1.88 -0.03
F -3.65 1.73 1.16
F -3.87 1.35 -0.97
C -2.87 3.40 -0.35
F -2.85 4.10 0.77
F -3.84 3.83 -1.12
F -1.70 3.55 -0.99
H 0.97 -0.53 -0.42
H 1.53 0.09 -1.93
H 3.51 1.51 0.34
H 2.43 3.48 -1.51
H 4.18 3.43 -1.14
H 3.60 3.69 1.29
H 1.58 3.06 2.09
C -5.17 -3.85 1.79
O -5.91 -4.76 2.08
N -5.16 -2.65 2.42
C -4.25 -1.60 2.04
C -6.09 -2.44 3.52
H -4.43 -3.91 0.98
H -3.59 -1.33 2.87
H -4.80 -0.71 1.73
H -3.64 -1.94 1.21
H -5.92 -3.17 4.31
H -7.12 -2.55 3.18
H -5.94 -1.43 3.91
C 3.78 -1.94 -1.94
O 3.28 -0.99 -2.54
N 4.49 -2.91 -2.52
C 5.06 -4.01 -1.77
C 4.68 -2.86 -3.97
H 3.69 -2.06 -0.85
H 6.14 -4.03 -1.88
H 4.66 -4.96 -2.12
H 4.82 -3.90 -0.71
H 5.20 -1.95 -4.25
H 3.72 -2.88 -4.48
H 5.27 -3.73 -4.27
```

Here are the natural (NBO) charges for atoms 1 to 6, given in e:
1 N -0.802
2 C 0.769
3 N -0.603
4 C -0.249
5 C -0.259
6 Cl 0.037

3.
C13H21Cl2N4O2Re | the ωB97M-V functional and the def2-TZVPD basis

Properties
- LUMO energy (spin up / spin down) (eV) = -10.45 / -12.52
- net charge = +3
- energy above the lowest of the compared OMol25 structures with the same formula, charge and spin (kcal/mol) = 12.9
- ⟨S²⟩ = 0.80
- Kohn-Sham gap (spin up / spin down) (hartree) = 0.276 / 0.206
- 2S+1 = 2

XYZ file:
```
43
C13H21Cl2N4O2Re, DFT the ωB97M-V functional and the def2-TZVPD basis
Re -0.09 -0.20 -0.17
N 1.93 -0.11 -0.93
C 2.82 0.94 -0.35
C 1.98 2.19 -0.33
N 0.65 1.89 0.30
C -0.29 2.96 -0.17
C -1.70 2.44 -0.05
N -1.69 1.14 -0.77
C 0.74 2.02 1.81
C 0.90 0.68 2.50
N -0.15 -0.22 1.95
H 2.37 -1.02 -0.82
H 1.90 0.04 -1.95
H 3.72 1.07 -0.94
H 3.12 0.62 0.65
H 1.80 2.50 -1.36
H 2.47 3.02 0.18
H -0.07 3.17 -1.22
H -0.13 3.88 0.39
H -2.43 3.13 -0.48
H -1.99 2.26 0.98
H -1.63 1.33 -1.77
H -2.58 0.65 -0.64
H -0.18 2.48 2.16
H 1.55 2.70 2.07
H 0.80 0.79 3.58
H 1.86 0.21 2.30
H -1.06 0.08 2.30
H -0.01 -1.15 2.33
Cl -3.34 -6.85 0.58
C -2.89 -5.25 0.40
C -3.86 -4.25 0.23
C -3.50 -2.94 0.08
Cl -4.66 -1.72 -0.12
C -2.10 -2.56 0.10
O -1.78 -1.34 -0.03
C -1.12 -3.60 0.26
C 0.29 -3.27 0.26
O 0.74 -2.12 0.14
C -1.51 -4.91 0.41
H -4.91 -4.53 0.22
H 1.01 -4.08 0.35
H -0.78 -5.71 0.53
```

Here are the natural (NBO) charges for atoms 1 to 6, given in e:
1 Re 1.333
2 N -0.774
3 C -0.235
4 C -0.241
5 N -0.402
6 C -0.240

4.
C13H21ClN5O | the ωB97M-V functional and the def2-TZVPD basis

Properties
- LUMO energy (eV) = -2.54
- SMILES string = CC(C)COc1ccc(CNC(=[NH2+])N=C(N)N)cc1Cl
- net charge = +1
- energy above the lowest of the compared OMol25 structures with the same formula, charge and spin (kcal/mol) = 0.0
- Kohn-Sham gap (hartree) = 0.315

XYZ file:
```
41
C13H21ClN5O, DFT the ωB97M-V functional and the def2-TZVPD basis
C -4.89 -3.23 -0.30
C -3.89 -2.20 0.22
C -2.47 -2.75 0.16
C -4.04 -0.89 -0.57
O -3.32 0.18 0.02
C -2.09 0.54 -0.39
C -1.37 0.00 -1.45
C -0.11 0.49 -1.78
C 0.46 1.53 -1.06
C 1.83 2.05 -1.41
N 2.86 1.02 -1.28
C 3.18 0.37 -0.16
N 2.44 0.55 0.95
N 4.28 -0.36 -0.19
C 4.59 -1.42 0.50
N 5.89 -1.72 0.62
N 3.69 -2.25 1.07
C -0.25 2.08 0.01
C -1.50 1.59 0.34
Cl -2.37 2.27 1.66
H -5.91 -2.86 -0.22
H -4.69 -3.45 -1.34
H -4.81 -4.15 0.27
H -4.13 -1.97 1.27
H -2.39 -3.65 0.77
H -1.75 -2.02 0.54
H -2.20 -3.02 -0.86
H -5.08 -0.57 -0.54
H -3.76 -1.04 -1.62
H -1.77 -0.80 -2.04
H 0.42 0.06 -2.61
H 2.09 2.90 -0.78
H 1.85 2.38 -2.45
H 3.46 0.83 -2.07
H 1.66 1.19 0.95
H 2.76 0.18 1.82
H 6.20 -2.58 1.03
H 6.57 -1.10 0.21
H 3.98 -3.15 1.42
H 2.72 -2.15 0.86
H 0.14 2.91 0.57
```

Here are the natural (NBO) charges for atoms 1 to 6, given in e:
1 C -0.607
2 C -0.239
3 C -0.610
4 C -0.058
5 O -0.476
6 C 0.312